(1)
# C38H33IrN4O4Si

A molecular structure, C38H33IrN4O4Si (wB97M-V/def2-TZVPD, the Open Molecules 2025 dataset).

XYZ file:
```
81
Properties=species:S:1:pos:R:3:forces:R:3:lowdin_spin:R:1
Ir 0.0550 -0.4304 -0.1031 -0.9289 0.0456 -0.5052 1.66
C -0.9759 -0.6716 -4.2691 -0.3866 -0.2607 0.1793 0.00
O 0.2265 -0.2708 -4.8876 0.4767 0.0638 -0.0421 -0.02
C 1.2220 0.3155 -4.1574 -0.0027 -0.0156 0.2443 0.00
C 2.1730 1.0031 -4.9028 -0.3410 -0.2542 0.1045 0.17
C 3.3035 1.5552 -4.2971 0.1953 0.2145 0.5369 0.02
C 3.4335 1.5450 -2.9369 0.3147 0.2251 -0.5639 0.11
C 2.4506 0.9390 -2.1141 -0.6935 -0.4146 0.7200 0.09
C 2.5405 1.1021 -0.7410 1.4000 0.9003 -1.7894 0.33
N 1.7301 0.5547 0.2096 -1.5435 -0.9207 1.5612 0.37
N 2.0561 0.8333 1.4544 0.6375 0.3511 0.2001 0.10
C 1.1980 0.3936 2.3668 -0.1729 -0.0792 -1.2914 0.14
O 0.0931 -0.1782 1.9987 -0.0733 -0.4154 -0.7226 0.18
C 1.5211 0.5675 3.7682 0.0185 0.0885 0.8373 0.00
C 2.7383 1.1413 4.1595 -0.2359 -0.1237 -0.2731 0.03
C 3.0330 1.2906 5.4979 0.0504 -0.0020 0.1908 0.00
C 2.1296 0.8719 6.4667 -0.0007 0.0455 -0.0705 0.03
C 0.9171 0.3167 6.0845 0.0494 -0.0019 0.2822 0.00
C 0.6084 0.1639 4.7502 0.1578 0.0450 -0.4707 0.03
C 1.3750 0.1884 -2.7510 0.8886 1.1784 -0.8280 0.17
O 0.6107 -0.5917 -2.0571 -1.1180 -1.1620 1.7472 0.22
H -1.6275 -0.9918 -5.0842 0.0224 0.0800 0.1176 0.00
H -1.4401 0.1599 -3.7299 -0.0432 0.0233 -0.0134 0.00
H -0.8263 -1.4959 -3.5692 -0.0837 0.0612 -0.1371 0.00
H 2.0253 1.0838 -5.9667 -0.0379 -0.1151 -0.1618 0.01
H 4.0684 2.0141 -4.9034 0.0471 0.0810 -0.0970 0.00
H 4.2918 1.9906 -2.4567 0.0675 0.0950 0.0150 0.00
H 3.3131 1.7488 -0.3466 -0.0046 -0.0483 0.0556 0.02
H 3.4329 1.4541 3.3945 0.0416 0.0229 0.0000 0.00
H 3.9748 1.7301 5.7962 0.0392 0.0128 -0.0085 0.00
H 2.3718 0.9836 7.5140 -0.0081 0.0044 0.0552 0.00
H 0.2115 -0.0038 6.8363 -0.0644 -0.0282 0.0678 0.00
H -0.3306 -0.2708 4.4443 -0.0855 -0.0644 -0.0269 0.00
O -1.5614 -1.5957 -0.2273 2.4706 0.9865 -0.0216 0.15
Si -3.0306 -2.1342 -0.0606 -1.6815 -0.7523 -0.0565 0.02
C -3.3881 -3.2870 -1.5514 -0.0024 0.7553 0.7129 0.00
C -2.5023 -4.3238 -1.8236 0.1011 -0.0410 -0.0190 0.00
C -2.6897 -5.1566 -2.9135 0.1788 -0.0923 -0.0090 0.00
C -3.7759 -4.9722 -3.7521 -0.0600 0.0177 -0.0063 0.00
C -4.6732 -3.9544 -3.4822 -0.1397 0.0261 -0.1844 0.00
C -4.4782 -3.1197 -2.3937 -0.0781 0.0626 -0.0310 0.00
C -3.1780 -3.1997 1.5064 0.1207 0.5777 -0.5555 0.00
C -1.9937 -3.6195 2.0983 0.1249 0.0596 0.0112 0.00
C -1.9976 -4.4443 3.2081 0.0902 -0.1367 0.1618 0.00
C -3.1998 -4.8609 3.7551 0.0362 -0.0621 0.0293 0.00
C -4.3895 -4.4486 3.1787 -0.2047 -0.0434 0.0428 0.00
C -4.3769 -3.6311 2.0603 -0.1158 -0.0004 0.0012 0.00
C -4.1796 -0.6143 -0.0215 0.2901 -0.8246 0.0655 0.00
C -4.2483 0.1837 -1.1571 -0.0096 0.0235 -0.1055 0.00
C -4.9885 1.3504 -1.1693 -0.0183 0.1338 -0.1365 0.00
C -5.6765 1.7434 -0.0342 -0.1581 0.0222 0.0792 0.00
C -5.6082 0.9685 1.1107 -0.1035 0.0931 0.1336 0.00
C -4.8628 -0.1993 1.1141 -0.0763 -0.0764 0.1297 0.00
H -1.6471 -4.4704 -1.1801 0.1565 -0.0663 0.0674 0.00
H -1.9778 -5.9417 -3.1237 0.0588 -0.0870 0.0273 0.00
H -3.9203 -5.6142 -4.6105 -0.0048 -0.0268 -0.0200 0.00
H -5.5194 -3.7978 -4.1345 -0.1181 0.0061 -0.0586 0.00
H -5.1784 -2.3185 -2.2047 -0.1360 0.0803 -0.0058 0.00
H -1.0592 -3.2858 1.6750 0.2210 0.0310 -0.0029 0.00
H -1.0634 -4.7662 3.6460 0.0746 -0.0168 0.0397 0.00
H -3.2129 -5.5138 4.6185 0.0129 0.0208 0.0206 0.00
H -5.3312 -4.7714 3.6020 -0.0543 -0.0151 0.0006 0.00
H -5.3135 -3.3287 1.6129 -0.1561 0.0168 -0.0372 0.00
H -3.7133 -0.1218 -2.0435 0.1075 0.0085 -0.2242 0.00
H -5.0305 1.9569 -2.0619 -0.0128 0.0548 -0.1197 0.00
H -6.2793 2.6415 -0.0451 0.0081 0.0849 -0.0031 0.00
H -6.1353 1.2742 2.0054 -0.0452 0.0040 0.0230 0.00
H -4.8190 -0.7982 2.0135 0.0102 -0.0518 0.1083 0.00
N -3.4407 5.0712 0.0440 -0.2233 0.2496 -0.0004 0.00
C -2.7690 3.9007 -0.0433 0.3730 -0.4642 -0.0105 0.00
C -2.0270 3.5687 -1.1867 -0.0770 0.0225 0.1357 0.00
C -1.3020 2.4003 -1.2025 -0.0230 0.1488 -0.0906 0.01
N -1.2807 1.5522 -0.1807 0.5922 -0.7621 0.0305 0.13
C -2.0114 1.8278 0.8964 -0.2043 0.2320 0.1556 0.01
C -2.7587 2.9767 1.0129 0.0822 0.1098 -0.1345 0.00
H -3.4840 5.6949 -0.7419 -0.0328 -0.0369 0.0834 0.00
H -4.0167 5.2676 0.8418 -0.0037 0.0220 -0.0596 0.00
H -2.0124 4.2282 -2.0397 0.0383 0.0735 -0.1280 0.00
H -0.7060 2.1260 -2.0616 0.0833 0.0126 -0.1162 0.00
H -1.9797 1.0953 1.6911 -0.0098 0.0200 0.0687 0.00
H -3.3246 3.1686 1.9112 -0.0644 -0.0322 0.0953 0.00
```
Forces are in eV/Å.

Computed properties:
E (Eh): -2381.62292
Multiplicity: 5
HOMO-LUMO gap (alpha / beta) (Ha): 0.2204 / 0.1998



(2)
# C28H44Br2F7N2O10P2

3 unconnected molecules or ions with the total composition C28H44Br2F7N2O10P2 (wB97M-V/def2-TZVPD, the Open Molecules 2025 dataset).

XYZ file:
```
95
Properties=species:S:1:pos:R:3:forces:R:3:lowdin_charge:R:1
O 5.3500 3.2873 0.7892 -0.1043 -1.0749 -1.0446 0.06
C 5.1622 2.4515 -0.0444 0.4539 1.3892 1.0524 -0.72
Br 5.1314 0.5846 0.5049 -0.1348 0.3209 -0.3533 0.85
C 4.9769 2.8544 -1.5288 -0.1270 -0.2039 0.3183 -0.07
C 3.7834 2.2102 -2.1803 -1.0403 0.1138 -0.2440 -0.05
C 3.9529 1.0112 -2.9110 2.1604 -0.9670 0.5130 -0.18
C 5.3288 0.3885 -2.9843 0.0716 -0.0912 -0.9060 -0.14
C 6.1701 1.0806 -4.1008 -0.0019 -0.3237 0.1139 -0.13
C 7.6495 1.2057 -3.7164 0.0038 -0.1545 -0.0362 -0.19
F 8.0232 2.5407 -3.6724 -0.0724 0.0930 0.1440 -0.05
N 3.0351 0.3453 -3.5676 -0.4289 1.1839 0.6557 0.24
N 1.8375 0.9029 -3.4831 -0.7681 -0.6800 -1.2181 -0.01
C 0.8602 0.1146 -4.2718 -0.0534 -0.9199 -0.0741 -0.06
C 0.4720 -1.1023 -3.4036 -0.5014 -0.6970 0.3348 -0.77
O 0.2600 -1.0745 -2.2373 0.4212 0.3589 -0.5373 0.05
Br 0.3967 -2.7936 -4.3600 -0.0177 0.6934 0.0550 0.80
C 1.5213 1.9845 -2.8040 -0.5568 1.1270 1.1134 0.03
C 0.0487 2.4252 -2.8124 -0.5088 0.4026 -0.1949 -0.56
F -0.2311 2.8927 -4.0386 -0.1156 -0.2692 -0.2087 0.18
F -0.2301 3.4111 -1.9711 0.3322 0.0697 0.1728 0.18
F -0.7795 1.4439 -2.4891 0.0342 -0.3324 -0.3488 0.19
C 2.4794 2.7437 -2.0970 2.0085 -0.4244 -0.2879 -0.01
C 2.2480 4.0173 -1.3374 -1.4173 0.0832 0.4841 -0.08
C 1.5844 3.7512 0.0666 0.0873 0.4168 0.0307 -0.06
C 2.5138 3.9561 1.2213 -0.2698 -0.0446 -0.2522 -0.24
F 2.7776 2.8873 1.9916 -0.1033 -0.2219 0.0269 0.08
C 3.0709 5.1000 1.5735 0.0608 -0.5906 0.3717 -0.34
F 3.8032 5.2002 2.6513 0.1953 0.4172 -0.0941 0.19
F 2.9718 6.2137 0.8834 -0.0920 0.1830 -0.0099 0.17
H 4.8801 3.9378 -1.4987 -0.0792 -0.0804 0.0423 0.13
H 5.9068 2.6791 -2.0744 -0.0939 -0.2969 0.0920 0.12
H 5.8437 0.4207 -2.0281 -0.1435 0.1738 -0.0403 0.04
H 5.2450 -0.6672 -3.2484 -0.2595 0.0640 0.1790 0.13
H 6.0966 0.4982 -5.0216 -0.1503 0.0329 0.0818 0.12
H 5.7344 2.0558 -4.3408 0.3909 0.0890 0.0570 0.12
H 8.3175 0.6992 -4.4147 -0.1320 0.1111 -0.1139 0.12
H 7.8294 0.7626 -2.7311 0.0302 0.1826 -0.0054 0.12
H 1.3400 -0.2921 -5.1601 0.4132 0.3509 0.1613 0.12
H 0.0153 0.6981 -4.6276 -0.1127 -0.0593 0.3956 0.14
H 3.1354 4.6185 -1.1721 0.1764 -0.3257 -0.2509 0.11
H 1.5490 4.6546 -1.8780 0.2457 -0.0527 -0.1502 0.13
H 1.1306 2.7601 0.1228 0.2239 -0.0134 0.1212 0.13
H 0.7548 4.4496 0.2007 0.0463 -0.0253 -0.2189 0.13
O -0.4691 -2.6339 4.4476 -0.2359 1.1539 -3.3894 -0.22
P -0.4316 -1.1473 4.5956 0.3890 0.5395 6.6634 0.60
O 1.0725 -0.8674 5.2025 -0.4979 0.0959 -0.8305 -0.20
C 2.1820 -1.0127 4.3156 0.2163 -0.1328 -0.1693 -0.28
C 2.1813 0.0206 3.2030 -0.1178 -0.0283 -0.0631 -0.10
O -1.3835 -0.9997 5.9175 0.0360 0.4210 -0.6295 -0.25
C -2.0870 -2.1027 6.4898 -0.0466 -0.3889 0.2611 -0.27
C -1.2368 -2.8382 7.5070 0.1547 0.1105 0.1412 -0.07
O -0.6894 0.4180 4.1581 0.2227 -1.8923 -1.8606 -0.23
C -1.4245 1.3785 4.9366 -0.6624 0.3621 0.2474 -0.26
C -0.7256 1.8025 6.2123 0.4738 0.0024 -0.0440 -0.07
H 2.1816 -2.0241 3.8972 -0.0061 -0.0068 0.0524 0.11
H 3.0839 -0.9025 4.9171 -0.1093 -0.0086 0.1358 0.12
H 1.3177 -0.1098 2.5427 0.0439 -0.0013 -0.0052 0.07
H 3.0825 -0.0733 2.5933 -0.0136 -0.0226 0.0978 0.03
H 2.1316 1.0292 3.6084 0.0365 0.0115 0.0244 0.07
H -2.4574 -2.7718 5.7156 0.2040 -0.0036 -0.1002 0.11
H -2.9679 -1.6916 6.9873 0.0839 0.2127 -0.0593 0.12
H -0.2398 -3.0594 7.1265 -0.0918 -0.0658 -0.1990 0.07
H -1.7111 -3.7765 7.7967 -0.0282 0.0304 0.0160 0.08
H -1.1032 -2.2255 8.4001 -0.0443 -0.0278 0.0192 0.08
H -2.4324 1.0152 5.1260 0.0951 -0.1850 0.0862 0.11
H -1.5338 2.2579 4.2983 0.1401 -0.1851 -0.2299 0.12
H -0.3786 0.9690 6.8154 -0.1879 -0.1348 -0.0477 0.07
H -1.4059 2.4002 6.8205 -0.0249 0.0433 -0.0901 0.09
H 0.1556 2.4042 5.9796 -0.0700 0.0736 -0.0047 0.08
O -4.6291 -2.3342 -4.1242 0.2436 3.5478 0.4611 -0.23
P -5.1040 -2.1505 -2.7172 -1.4386 -6.3002 1.7373 0.60
O -3.9444 -2.9165 -1.8324 -0.2612 0.8434 -0.2608 -0.20
C -2.6774 -2.2756 -1.7156 0.2365 0.1363 0.0470 -0.29
C -2.7513 -0.9737 -0.9334 -0.0707 0.0946 -0.0811 -0.08
O -6.3280 -3.2337 -2.7177 0.0719 0.6795 0.2603 -0.25
C -6.7576 -3.9158 -3.8961 0.0195 -0.3249 -0.3267 -0.27
C -5.9747 -5.1957 -4.1153 0.0743 -0.1369 0.1742 -0.07
O -5.7310 -1.3400 -1.4370 1.2697 1.2952 -2.0013 -0.22
C -6.8915 -1.7491 -0.6885 -0.8357 -0.0371 0.1786 -0.25
C -6.6777 -2.9938 0.1483 0.4733 -0.0356 0.1449 -0.07
H -2.2697 -2.1010 -2.7178 -0.0314 -0.0454 0.0112 0.08
H -2.0122 -2.9701 -1.2026 -0.1172 -0.1204 -0.0465 0.12
H -3.3604 -0.2296 -1.4560 0.0218 -0.0089 0.0257 0.07
H -1.7541 -0.5532 -0.7995 0.0159 -0.0721 0.0221 0.05
H -3.2030 -1.1341 0.0445 0.0112 -0.0241 0.0072 0.08
H -6.7101 -3.2610 -4.7640 0.2071 0.0621 0.0528 0.11
H -7.8122 -4.1596 -3.7532 0.0234 0.0909 0.2139 0.12
H -4.8997 -5.0410 -4.0238 -0.0180 0.1917 -0.1183 0.07
H -6.1810 -5.6069 -5.1042 -0.0427 -0.0053 0.0211 0.08
H -6.2498 -5.9390 -3.3652 -0.0347 -0.0175 -0.0381 0.08
H -7.7494 -1.8455 -1.3502 0.1329 -0.1362 -0.1354 0.11
H -7.1187 -0.9197 -0.0165 0.2507 0.1619 -0.1644 0.12
H -6.2375 -3.8191 -0.4034 -0.1226 0.0425 -0.1951 0.07
H -7.6328 -3.3294 0.5541 -0.0177 0.1050 0.0164 0.09
H -6.0008 -2.7807 0.9784 -0.0918 0.0330 0.0442 0.08
```
Forces are in eV/Å.

Computed properties:
E (Eh): -8484.78606
ΔE to the lowest compared entry with this formula, charge and spin (kcal/mol): 0.0
Net charge: +1
HOMO-LUMO gap (Ha): 0.2341



(3)
# C16H14Br2N3O10S2

A molecular structure, C16H14Br2N3O10S2 (wB97M-V/def2-TZVPD, the Open Molecules 2025 dataset).

XYZ file:
```
47
Properties=species:S:1:pos:R:3:forces:R:3:lowdin_charge:R:1
O 0.1654 1.3745 2.4046 0.0661 0.0810 0.2048 0.05
C 0.2859 0.6780 1.4698 -0.2104 0.1361 0.2185 -0.81
Br 1.7783 -0.6253 1.4673 0.0035 -0.2265 -0.1020 0.66
C -0.5148 0.6558 0.2105 0.3610 -0.2518 -0.3603 -0.24
S -1.5080 2.1450 -0.0311 0.6138 0.7920 -0.0824 0.49
O -2.2427 1.8954 -1.2507 -0.2314 -0.4150 0.1047 -0.35
O -0.5254 3.1959 -0.1213 -0.0165 0.0505 0.3059 -0.32
N -2.4171 2.4106 1.2403 -0.4183 -0.8247 -0.5062 -0.31
S -3.3946 1.2432 1.7363 -0.1453 0.6365 0.7590 0.51
O -2.6821 0.1527 2.3474 0.2061 -0.2659 -0.3767 -0.31
O -4.4402 1.8276 2.5378 0.0221 0.2509 -0.0951 -0.34
C -4.3163 0.6113 0.3007 -0.4387 0.0095 -0.5242 -0.24
C -3.9224 -0.7331 -0.2170 0.1791 0.0929 -0.0586 -0.81
O -3.6053 -1.6817 0.3937 0.0819 -0.4359 0.2175 0.06
Br -4.0149 -0.8953 -2.1889 -0.1564 0.0860 -0.0995 0.68
H -1.0794 -0.2714 0.1147 -0.1173 0.0348 0.2427 0.10
H 0.1989 0.6524 -0.6162 -0.1158 0.0902 -0.0990 0.10
H -4.3195 1.3330 -0.5082 0.1983 0.1508 0.1089 0.07
H -5.3484 0.5165 0.6457 0.0765 -0.1001 0.2130 0.11
C 2.9994 4.2156 5.0160 0.0056 -0.0114 -0.0340 -0.08
C 2.0804 3.9026 4.0243 0.0711 0.0530 0.1077 -0.05
C 2.5096 3.3443 2.8312 -0.1422 0.0200 -0.0946 0.01
C 3.8594 3.1051 2.6593 -0.0432 0.0436 0.1099 -0.14
C 4.7931 3.4142 3.6309 0.1768 0.0133 0.1141 -0.02
C 4.3543 3.9756 4.8181 -0.0932 0.0101 -0.0015 -0.08
N 4.3088 2.4879 1.3991 -0.1230 0.0307 0.1182 -0.35
O 3.4563 2.2475 0.5759 0.1442 -0.0414 -0.2231 0.06
O 5.4981 2.2543 1.2693 -0.0239 0.0181 -0.0199 0.06
H 2.6593 4.6469 5.9486 -0.0013 0.0070 0.0059 0.10
H 1.0261 4.0872 4.1757 -0.0235 -0.0345 -0.0322 0.12
H 1.7989 3.0994 2.0569 0.0537 0.0091 -0.0453 0.11
H 5.8421 3.2188 3.4671 -0.0162 -0.0531 -0.0963 0.11
H 5.0689 4.2222 5.5918 0.0168 -0.0024 0.0005 0.10
C -0.7868 -6.1177 -5.0347 0.0011 0.0109 0.0056 -0.08
C -1.4491 -4.9833 -5.4844 0.0591 -0.0719 0.0469 -0.07
C -1.3155 -3.7843 -4.8026 -0.1283 0.0399 -0.1660 0.00
C -0.5135 -3.7448 -3.6792 0.0028 -0.0783 -0.0370 -0.14
C 0.1491 -4.8622 -3.2110 0.1208 -0.1452 0.0972 0.00
C 0.0079 -6.0574 -3.8978 -0.0586 0.0154 -0.0841 -0.07
N -0.3538 -2.4670 -2.9616 -0.0839 0.1005 0.0799 -0.34
O -0.9652 -1.5100 -3.3839 0.1143 0.0015 -0.0539 0.04
O 0.3763 -2.4570 -1.9910 0.0112 -0.0073 0.0089 0.08
H -0.8903 -7.0515 -5.5718 -0.0082 -0.0094 0.0014 0.10
H -2.0699 -5.0310 -6.3683 -0.0157 0.0115 -0.0046 0.10
H -1.8270 -2.8960 -5.1413 0.0381 0.0674 0.0908 0.12
H 0.7651 -4.8025 -2.3264 -0.0210 0.1149 0.0176 0.12
H 0.5207 -6.9419 -3.5457 0.0083 -0.0036 0.0171 0.10
```
Forces are in eV/Å.

Computed properties:
E (Eh): -7479.07313
Net charge: -1
HOMO-LUMO gap (Ha): 0.2926